ORCA calculation (ωB97M-V with the def2-TZVPD basis set) on 2 unconnected molecules or ions with the total composition C2H10N2 at a distorted geometry.

Each line ends with the Löwdin charge.
Cartesian coordinates (Å):
C -2.094 0.282 1.739  -0.07
H -2.745 0.331 0.864  0.02
H -2.728 0.368 2.649  0.03
H -1.405 -0.563 1.821  0.01
H -1.392 1.109 1.616  0.01
N 1.143 -0.806 0.366  0.00
C 0.342 -0.395 -0.801  -0.38
N 0.916 0.732 -1.557  -0.01
H 1.178 0.014 0.961  0.05
H 2.075 -1.067 0.072  0.06
H -0.692 -0.144 -0.455  0.08
H 0.169 -1.297 -1.429  0.11
H 0.356 0.863 -2.388  0.06
H 0.960 1.499 -0.898  0.05

Output
- E_HOMO: -9.370 eV
- Net charge: 0
- ΔE to the lowest compared entry with this formula, charge and spin: 10.2 kcal/mol
- LUMO energy: 0.0366 hartree
- Kohn-Sham gap: 10.37 eV
- Structure (SMILES): NCN.C